# 1
Density functional theory data (the ωB97M-V functional and the def2-TZVPD basis) for C38H41ClNO9S2SiV as an isolated structure.

```
94
Properties=species:S:1:pos:R:3:forces:R:3
V -0.449 0.209 -0.145 -1.48 -1.81 -0.42
O 0.281 -0.155 -3.099 -0.51 -0.35 -0.58
Cl 1.243 0.583 -2.357 1.00 0.44 -3.28
O 2.432 0.724 -3.088 0.91 0.14 -0.32
O 0.707 1.841 -1.992 -0.53 1.14 0.52
O 1.525 -0.177 -1.168 -0.32 -0.83 2.63
O -1.004 -1.166 -0.964 -1.41 -3.05 -2.12
S -1.327 -2.635 -1.080 -0.87 -2.20 -1.82
C 0.178 -3.321 -1.874 0.04 0.00 0.34
C 0.742 -4.472 -1.048 0.12 -0.21 0.11
C 2.215 -4.319 -0.655 -0.31 -0.03 0.09
C 2.517 -3.049 0.128 -0.27 -0.03 0.36
S 1.421 -2.671 1.571 1.18 -1.42 0.23
O 0.067 -2.353 1.031 -0.47 0.73 -0.17
C 1.205 -4.355 2.255 0.03 0.46 0.09
C -0.097 -4.778 2.466 -0.12 0.29 -0.15
C -0.342 -5.992 3.082 0.11 -0.08 0.01
C 0.721 -6.777 3.499 -0.05 -0.04 0.05
C 2.023 -6.342 3.309 0.05 0.04 -0.05
C 2.271 -5.126 2.692 0.04 0.10 -0.04
C -2.394 -2.714 -2.545 0.03 0.01 0.16
C -3.467 -3.591 -2.541 0.18 -0.09 0.17
C -4.277 -3.682 -3.663 0.14 -0.06 -0.09
C -4.007 -2.902 -4.777 -0.04 -0.13 0.08
C -2.939 -2.020 -4.767 0.12 -0.03 0.14
C -2.127 -1.922 -3.650 0.14 -0.05 -0.17
H 0.850 -2.470 -1.942 0.00 0.14 -0.05
H -0.085 -3.637 -2.878 -0.12 0.12 -0.02
H 0.630 -5.400 -1.609 -0.04 -0.03 0.08
H 0.159 -4.574 -0.131 -0.01 -0.17 -0.09
H 2.844 -4.328 -1.549 0.03 0.02 0.07
H 2.485 -5.190 -0.051 0.06 0.05 -0.13
H 2.431 -2.149 -0.484 0.06 0.03 0.14
H 3.525 -3.084 0.540 0.05 0.11 0.04
H -0.910 -4.143 2.145 -0.06 0.00 -0.03
H -1.359 -6.318 3.240 -0.07 -0.04 0.02
H 0.534 -7.722 3.985 0.00 -0.10 0.04
H 2.851 -6.947 3.645 0.07 -0.05 0.02
H 3.287 -4.786 2.559 0.18 0.04 -0.01
H -3.669 -4.195 -1.668 -0.08 -0.03 0.08
H -5.114 -4.366 -3.667 -0.03 -0.01 0.02
H -4.629 -2.988 -5.655 -0.08 0.02 -0.07
H -2.727 -1.406 -5.629 0.02 0.06 -0.09
H -1.286 -1.250 -3.645 0.00 0.10 -0.03
C 3.536 1.535 3.250 0.03 -0.30 -0.10
C 2.296 1.415 2.407 0.13 0.01 0.37
O 1.852 0.313 2.106 0.26 -0.05 0.10
C 1.637 2.660 1.998 -0.76 -0.12 -0.72
C 2.011 3.903 2.520 -0.08 -0.18 -0.07
C 1.438 5.076 2.078 0.00 0.01 -0.08
C 0.511 5.036 1.041 0.11 0.00 0.20
C 0.106 3.830 0.513 0.08 -0.73 -0.07
C 0.618 2.618 1.008 1.28 3.27 1.42
O 0.145 1.503 0.549 1.76 3.95 2.19
H 3.960 0.548 3.410 0.00 -0.01 -0.01
H 3.272 1.970 4.213 0.04 0.05 0.08
H 4.268 2.182 2.773 0.06 0.06 0.01
H 2.751 3.934 3.302 0.14 0.07 0.07
H 1.728 6.018 2.520 0.03 0.05 -0.01
H 0.093 5.953 0.652 -0.04 0.03 -0.04
H -0.605 3.776 -0.296 -0.06 0.09 0.01
C -3.705 5.344 0.005 0.05 0.07 -0.02
C -3.673 4.260 0.868 -0.04 -0.04 0.10
C -3.223 3.032 0.417 -0.01 -0.15 -0.12
C -2.797 2.864 -0.903 0.04 -0.52 -0.28
C -2.814 3.974 -1.747 0.03 -0.20 -0.03
C -3.266 5.203 -1.301 -0.05 0.15 0.06
Si -2.270 1.166 -1.591 -0.85 0.55 0.46
C -3.811 0.017 -1.555 0.47 0.22 0.22
C -4.765 0.186 -2.559 0.16 0.12 0.10
C -5.903 -0.598 -2.614 -0.13 -0.05 -0.01
C -6.123 -1.569 -1.653 -0.03 -0.02 0.12
C -5.194 -1.756 -0.644 -0.13 0.08 0.06
C -4.052 -0.974 -0.606 -0.02 0.08 0.20
H -4.079 6.295 0.349 -0.02 0.13 0.05
H -4.016 4.376 1.887 0.00 -0.02 0.05
H -3.212 2.183 1.088 -0.04 -0.04 0.06
H -2.479 3.869 -2.768 0.05 0.00 -0.18
H -3.290 6.049 -1.972 0.01 0.06 -0.06
H -1.971 1.339 -3.034 0.14 0.01 0.17
H -4.615 0.947 -3.308 0.03 0.13 -0.22
H -6.620 -0.453 -3.409 -0.06 0.03 -0.07
H -7.007 -2.186 -1.687 -0.15 -0.06 -0.05
H -5.362 -2.518 0.107 0.02 -0.02 0.03
H -3.329 -1.147 0.179 -0.09 0.01 0.05
C -3.109 -0.238 3.274 0.15 0.01 -0.19
C -1.820 -0.150 2.497 -0.30 -0.08 1.52
N -0.684 -0.211 3.173 0.06 -0.08 -0.45
O -1.875 0.014 1.271 0.14 0.07 -0.90
H -2.961 -0.651 4.266 0.03 -0.04 0.11
H -3.824 -0.846 2.726 -0.01 -0.03 -0.07
H -3.535 0.760 3.369 0.02 0.06 -0.03
H -0.670 -0.366 4.168 -0.08 0.02 -0.09
H 0.199 -0.171 2.657 -0.02 0.09 0.29
```
Positions in Å, forces in eV/Å.

Calculated values
<S²> ... 0.79
Lowest unoccupied orbital energy (spin up / spin down) ... -3.1 / -2.7 eV
ΔE to the lowest compared entry with this formula, charge and spin ... 171.3 kcal/mol
Molecular weight ... 834.36 g/mol
Multiplicity ... 2
E_tot ... -4694.1367 Eh
Frontier orbital gap (spin up / spin down) ... 7.809 / 7.854 eV
Net charge ... +1
Highest occupied orbital energy (spin up / spin down) ... -10.9 / -10.6 eV

***

# 2
Density functional theory data (the ωB97M-V functional and the def2-TZVPD basis) for C38H42BrCdN10S2Sb as an isolated structure.

```
95
Properties=species:S:1:pos:R:3:forces:R:3
Cd -0.444 -0.016 -0.021 -0.06 0.03 -0.03
C 1.377 2.029 -2.634 -0.13 0.02 0.07
C 0.459 1.049 -3.300 0.05 -0.08 0.00
C 0.447 1.025 -4.693 -0.08 -0.07 -0.06
C -0.387 0.158 -5.366 0.06 0.06 0.05
C -1.192 -0.681 -4.612 0.00 -0.03 0.05
C -1.136 -0.613 -3.229 -0.30 -0.26 0.10
N -0.328 0.235 -2.567 0.13 0.18 0.07
Sb -2.529 -1.978 -2.273 0.17 0.15 0.22
C -3.445 -0.568 -0.893 0.12 -0.29 -0.33
C -4.827 -0.598 -0.938 0.11 -0.05 -0.05
C -5.552 0.275 -0.138 0.05 0.07 0.09
C -4.851 1.131 0.681 -0.11 -0.08 -0.08
C -3.457 1.114 0.694 -0.01 -0.06 0.00
C -2.766 2.057 1.627 -0.02 -0.06 -0.07
N -2.759 0.272 -0.092 -0.07 0.17 0.13
C -1.164 -3.014 -0.916 -0.28 0.11 -0.35
C -1.250 -4.394 -1.009 -0.03 0.09 -0.04
C -0.445 -5.181 -0.198 0.10 0.05 0.11
C 0.401 -4.548 0.688 -0.07 -0.07 -0.09
C 0.443 -3.156 0.740 -0.01 0.04 0.05
C 1.380 -2.511 1.716 -0.01 -0.06 -0.09
N -0.325 -2.399 -0.061 -0.03 0.04 0.06
H 2.275 2.187 -3.231 0.00 -0.05 0.02
H 0.852 2.979 -2.546 0.00 0.08 0.02
H 1.655 1.702 -1.638 0.00 0.06 0.00
H 1.096 1.699 -5.235 0.00 0.01 0.01
H -0.411 0.133 -6.448 0.00 0.00 0.00
H -1.858 -1.387 -5.092 -0.01 0.02 -0.02
H -5.328 -1.295 -1.597 -0.04 0.03 0.00
H -6.633 0.283 -0.162 0.00 0.00 0.02
H -5.369 1.829 1.324 0.01 0.01 0.00
H -3.156 3.063 1.474 0.02 0.02 0.00
H -2.968 1.774 2.663 0.01 -0.03 -0.02
H -1.700 2.072 1.453 0.09 0.08 0.02
H -1.943 -4.845 -1.707 0.02 -0.02 0.00
H -0.483 -6.261 -0.255 -0.02 0.00 0.02
H 1.035 -5.116 1.355 0.01 0.00 -0.01
H 1.274 -2.978 2.696 -0.03 0.03 0.01
H 2.412 -2.668 1.395 0.01 0.05 0.03
H 1.207 -1.446 1.807 0.05 0.03 0.01
Br -5.099 -4.675 4.531 0.11 0.08 -0.04
C -3.856 -3.388 3.935 -0.03 -0.02 -0.05
C -3.646 -3.206 2.577 -0.07 -0.09 0.13
C -2.743 -2.249 2.155 0.17 0.18 -0.07
C -2.028 -1.463 3.059 -0.42 -0.50 0.24
C -2.267 -1.658 4.425 0.15 0.15 -0.11
C -3.164 -2.613 4.858 -0.09 -0.09 0.06
N -1.124 -0.521 2.526 0.43 0.44 -0.22
C -0.351 0.148 3.279 -0.24 -0.30 0.18
C 0.548 1.195 2.789 0.29 0.33 0.01
C 1.349 1.860 3.712 -0.13 -0.11 -0.04
C 2.167 2.892 3.287 0.01 0.04 -0.11
C 2.125 3.261 1.952 0.02 -0.04 0.22
C 1.285 2.561 1.101 0.02 0.13 -0.20
N 0.537 1.535 1.492 -0.18 -0.24 0.01
H -4.188 -3.806 1.859 0.00 0.01 0.00
H -2.584 -2.102 1.099 0.00 0.02 -0.02
H -1.770 -1.058 5.176 0.00 -0.02 0.00
H -3.335 -2.761 5.915 -0.01 0.04 0.00
H -0.316 0.010 4.360 -0.01 -0.02 -0.01
H 1.317 1.570 4.754 0.02 -0.03 -0.01
H 2.810 3.409 3.986 0.00 0.00 0.00
H 2.739 4.070 1.584 -0.06 0.01 -0.07
H 1.189 2.849 0.062 0.04 -0.06 -0.02
C 5.564 -3.135 -0.657 0.08 0.03 -0.09
C 5.423 -2.519 -2.047 -0.23 0.06 0.15
C 4.361 -3.240 -2.874 0.14 0.07 -0.01
C 5.171 -1.006 -1.953 0.37 -0.36 -0.19
N 3.953 -0.670 -1.226 -0.46 0.05 -0.13
C 2.673 -0.758 -1.601 0.03 -0.03 0.13
N 1.924 -0.361 -0.596 0.28 0.02 0.21
N 2.777 -0.026 0.396 0.14 0.02 -0.01
N 3.985 -0.203 0.027 0.09 -0.07 0.07
H 5.850 -4.183 -0.737 -0.02 -0.01 0.02
H 4.622 -3.087 -0.104 -0.01 0.00 0.01
H 6.329 -2.621 -0.075 -0.02 -0.02 0.04
H 6.379 -2.616 -2.567 0.02 0.06 0.00
H 3.384 -3.217 -2.386 -0.02 -0.03 0.03
H 4.635 -4.287 -2.993 -0.04 -0.01 -0.02
H 4.269 -2.803 -3.871 -0.04 -0.03 -0.01
H 5.103 -0.565 -2.947 -0.02 0.05 0.03
H 5.985 -0.535 -1.405 -0.05 0.12 -0.02
H 2.325 -1.068 -2.571 0.04 -0.04 0.00
S -1.630 3.329 -1.311 -0.01 -0.23 -0.12
C -1.584 4.894 -0.779 0.11 0.24 0.15
N -0.475 5.614 -0.562 -0.12 0.14 0.04
C -0.617 7.039 -0.284 0.05 0.08 -0.03
C -2.056 7.259 0.182 -0.20 -0.21 0.03
S -3.012 5.824 -0.422 0.12 -0.01 -0.08
H 0.405 5.264 -0.905 -0.01 -0.13 -0.01
H -0.404 7.620 -1.185 -0.02 -0.04 -0.01
H 0.090 7.333 0.490 -0.01 0.04 -0.03
H -2.482 8.165 -0.238 0.01 0.03 0.05
H -2.145 7.283 1.265 0.07 0.06 0.01
```
Positions in Å, forces in eV/Å.

Calculated values
Lowest unoccupied orbital energy ... -5.5 eV
ΔE to the lowest compared entry with this formula, charge and spin ... 0.0 kcal/mol
Molecular weight ... 1017.03 g/mol
E_tot ... -5798.7508 Eh
Frontier orbital gap ... 7.379 eV
Net charge ... +2
Highest occupied orbital energy ... -12.8 eV